Entry from the OMol25 dataset: a 2-piece molecular cluster, C6H11Br overall (ωB97M-V/def2-TZVPD).

- spin multiplicity = 1
- charge = 0
- energy above the lowest of the compared OMol25 structures with the same formula, charge and spin (kJ/mol) = 313.3
- E_HOMO (eV) = -8.371

Each line ends with the Mulliken charge.
Geometry (Å):
H -0.6992 -2.6279 -0.5697  0.193
H 1.2398 -1.5699 0.7768  0.255
C 0.0662 1.6240 0.8108  -1.606
H -0.6416 2.1871 0.1417  0.369
C 0.4628 0.4015 0.1703  1.298
Br -3.0293 0.3385 0.1300  -0.174
C 0.6075 0.4671 -1.3475  -1.309
H 1.0188 2.2607 0.7782  0.376
H 0.7863 -0.6287 -1.5809  0.307
C -1.6020 -2.0047 -0.3826  -0.661
C -1.5249 -0.7728 -0.0519  0.139
H -0.2351 0.7552 -1.7883  0.448
H 1.2437 -0.2344 1.8851  0.442
C 1.3716 -0.4469 0.9033  -1.509
H 2.3640 -0.1363 0.6577  0.412
H -0.3649 1.7863 1.8381  0.324
H 1.4654 1.0440 -1.7158  0.397
H -2.5291 -2.4427 -0.6556  0.298

Entry from the OMol25 dataset: C6H11Br3NO2 as an isolated structure (ωB97M-V/def2-TZVPD).

- spin multiplicity = 1
- charge = +1
- energy above the lowest of the compared OMol25 structures with the same formula, charge and spin (kJ/mol) = 283.5
- E_HOMO (spin up / spin down) (eV) = -14.125 / -14.124

Each line ends with the Mulliken charge.
Geometry (Å):
O 1.2931 1.3096 -0.4190  -0.500
H -0.6065 0.5398 -1.3260  0.459
H 1.0245 0.9676 3.1303  0.411
H 1.2994 -0.8381 -1.0911  0.302
N -0.6335 -0.2850 -0.6561  0.153
C -0.3832 0.4559 0.6218  -0.275
O -0.0487 -1.5648 1.5718  -0.518
H -1.6043 -0.5647 -0.5473  0.409
C -1.3349 1.5478 0.8231  0.367
Br -1.2856 2.7316 -0.9423  0.045
C 0.2553 -1.3537 -1.1827  -0.356
H 2.1676 0.2679 1.7730  0.302
H 0.3124 -2.2069 -0.4893  0.450
H 0.0432 -2.2902 -3.2754  0.358
Br -3.2056 0.7434 0.7458  0.008
C 0.3233 -0.4331 1.6812  0.329
Br -1.2170 2.5896 2.3933  0.085
C -0.1347 -1.4312 -2.6959  -1.114
H -1.1799 -1.1580 -2.7579  0.288
H 0.4849 -0.6078 -3.1012  0.352
C 1.3095 0.1742 2.5094  -1.184
H 1.4854 2.1397 0.0475  0.279
H 1.6349 -0.7335 3.1868  0.346

Entry from the OMol25 dataset: C6H11BrKO3 as an isolated structure (ωB97M-V/def2-TZVPD).

- spin multiplicity = 1
- charge = +1
- E_HOMO (eV) = -12.778

Each line ends with the Mulliken charge.
Geometry (Å):
O 4.0957 1.1497 -1.6229  -0.444
H 0.7219 -1.4420 1.7050  0.344
H -0.3333 -0.3834 -1.2114  0.234
C -0.5222 -1.0960 -0.3028  -0.530
H -3.7414 1.2676 1.4648  0.381
H -2.5130 2.7199 1.3780  0.220
H -2.7228 -0.4726 -0.1361  0.352
O -1.5793 0.8092 1.1589  -0.298
C -2.7662 1.6546 0.9138  -0.904
C 0.8721 -1.3230 0.5289  -0.514
H -3.0330 1.8002 -0.2189  0.388
C 3.7605 -0.1698 -1.5794  0.515
K -2.2096 3.0441 -0.6551  0.964
H -0.8327 -2.1528 -0.7580  0.311
O 3.2554 -0.8515 -0.3706  -0.268
C 2.0523 -0.1963 0.1706  -0.348
H -2.0627 -1.2727 1.4971  0.277
C -1.7870 -0.5564 0.5894  -0.432
H 2.2638 0.3475 1.2120  0.212
H 1.3259 -2.3570 0.1430  0.314
Br 4.0718 -1.1545 -3.3389  -0.075
H 1.6839 0.6352 -0.5676  0.300

Entry from the OMol25 dataset: an isolated ion of composition C6H11BrN and charge +1 (ωB97M-V/def2-TZVPD).

- spin multiplicity = 1
- charge = +1
- energy above the lowest of the compared OMol25 structures with the same formula, charge and spin (kJ/mol) = 322.1
- E_HOMO (eV) = -13.053

Each line ends with the Mulliken charge.
Geometry (Å):
H -0.0783 -1.8573 -1.8263  0.402
C 0.2588 -0.0604 -0.8880  -0.622
H 1.2694 -1.5453 -0.4347  0.455
H -0.3661 0.9644 2.4098  0.347
C -1.8195 -0.1514 -0.5220  -0.524
H -2.4593 0.2469 1.5473  0.321
H 2.1037 -0.0839 1.8712  0.430
Br -2.7272 0.2875 -2.1402  -0.028
C 0.5853 0.3833 0.4954  0.420
H 2.3335 1.5247 1.2036  0.344
C 1.9899 0.5029 0.9980  -1.266
C -0.4536 0.6021 1.3165  -0.604
H 0.2184 0.7235 -1.6182  0.488
N 0.7556 -1.3458 -1.3022  -0.145
H -2.1575 1.6470 0.4006  0.359
H 2.7843 0.0516 0.1819  0.210
H -1.8487 -1.3296 -0.3636  0.385
H 1.4437 -1.2084 -2.0404  0.355
C -1.8324 0.6483 0.7114  -0.327

Entry from the OMol25 dataset: an isolated ion of composition C6H11BrN and charge +1 (ωB97M-V/def2-TZVPD).

- spin multiplicity = 3
- charge = +1
- energy above the lowest of the compared OMol25 structures with the same formula, charge and spin (kJ/mol) = 120.8
- E_HOMO (spin up / spin down) (eV) = -10.298 / -14.432

Each line ends with the Mulliken spin population.
Geometry (Å):
H 2.4667 -1.9349 -0.2140  0.016
C -0.5069 1.2622 1.2384  0.033
H 0.7769 0.2683 0.0064  -0.010
H -1.2935 2.1370 -1.2064  -0.001
C 1.3701 -1.6559 -0.3960  0.760
H 0.2502 0.8205 2.0041  -0.003
H 1.1868 -1.0688 -1.2280  0.017
C 0.4701 -2.3144 0.2990  0.305
H -1.6033 1.0883 1.6179  0.002
H -0.5783 0.6692 -2.1610  -0.008
N -0.3117 0.5022 -0.0559  0.048
C -0.4316 1.3466 -1.2649  0.029
H 0.7141 -3.1647 0.9594  0.023
H -0.3044 2.4014 1.0378  0.002
C -0.8956 -1.8951 0.1955  0.188
H 0.4452 2.0464 -1.5898  0.004
H -1.7126 -2.7026 0.4504  0.032
C -1.1909 -0.6603 -0.0518  0.503
Br -3.0526 -0.1230 0.0445  0.060

Entry from the OMol25 dataset: C6H11BrN2 as an isolated structure (ωB97M-V/def2-TZVPD).

- spin multiplicity = 1
- charge = 0
- energy above the lowest of the compared OMol25 structures with the same formula, charge and spin (kJ/mol) = 175.6
- E_HOMO (eV) = -6.089

Each line ends with the Mulliken charge.
Geometry (Å):
H 2.0234 -1.1491 -0.6496  0.405
C 1.4132 -0.2741 -0.4812  -0.288
C -0.4358 2.8681 -1.0649  -0.801
H -1.2434 3.1494 -0.3891  0.298
H -1.6806 -2.0289 1.2696  0.333
H 1.1924 -1.6510 1.8360  0.363
H 0.2198 3.7298 -1.1904  0.322
C -0.6914 -2.2878 0.8922  -0.951
C 0.2217 -1.2759 1.5117  -0.703
N 0.5064 -0.2433 0.5925  0.246
Br -1.7021 -3.0086 -1.5690  -0.835
H -0.8056 1.3126 1.2470  0.354
C 1.2448 0.8697 -1.2283  -0.509
H -0.5986 -2.3647 -0.1911  0.171
N 0.3232 1.6667 -0.5357  0.107
H 1.6271 1.2327 -2.1709  0.431
C -0.0900 0.9616 0.5182  -0.042
H -0.1567 -0.8905 2.4585  0.364
H -0.8428 2.7012 -2.0622  0.347
H -0.5251 -3.3181 1.2066  0.390

Entry from the OMol25 dataset: a 2-piece molecular cluster, C6H11Cl2N2O2 overall (ωB97M-V/def2-TZVPD).

- spin multiplicity = 1
- charge = -1
- E_HOMO (eV) = -2.100

Each line ends with the Mulliken charge.
Geometry (Å):
C -1.9529 2.7657 0.0318  -0.120
N -0.3102 -0.7302 0.3213  -0.433
H 0.6922 0.9371 1.5178  0.348
N 0.2184 0.2832 -0.4203  -0.479
H -0.3040 -3.0642 1.5519  0.282
H -0.6061 -1.3505 -2.3105  0.296
H 0.6808 2.2135 0.2715  -0.022
C 0.9267 1.1490 0.4650  -0.132
H -0.5027 -3.0836 -2.0014  0.375
H -2.0546 1.6992 -0.1375  0.185
O 3.0732 1.6692 1.4031  -0.473
Cl -1.5498 3.0166 1.7299  -0.162
O 3.0821 0.7526 -0.6309  -0.591
H -1.1485 3.1631 -0.5738  0.266
C -0.1188 -2.1050 -1.6917  -1.007
C -0.8841 -3.0393 0.6256  -1.122
C -0.4074 -1.8850 -0.2309  0.515
H 0.9548 -2.0894 -1.9066  0.191
Cl -3.4638 3.5887 -0.4355  -0.219
C 2.4339 1.1326 0.3089  0.439
H -1.9299 -2.9047 0.9243  0.202
H -0.7935 -3.9901 0.0988  0.347
H 3.9641 1.8715 1.0894  0.310

Entry from the OMol25 dataset: a 2-piece molecular cluster, C6H11Cl3 overall (ωB97M-V/def2-TZVPD).

- spin multiplicity = 1
- charge = 0
- energy above the lowest of the compared OMol25 structures with the same formula, charge and spin (kJ/mol) = 0.0
- E_HOMO (spin up / spin down) (eV) = -8.241 / -8.241

Each line ends with the Mulliken charge.
Geometry (Å):
H 1.2338 -0.1596 2.1279  0.288
H 1.1482 -2.0748 0.7273  0.368
C -2.5261 -0.0447 -0.0058  0.163
C -0.4033 0.6822 -0.9219  -1.395
H 1.7665 -0.1244 -1.7582  0.477
Cl -3.1736 -0.7714 -1.3364  -0.134
H -0.5905 0.4594 -2.0344  0.340
C 1.8543 0.4214 -0.8360  -1.812
H 0.6654 -1.9366 -0.9601  0.358
H 1.8194 1.5203 -0.9737  0.397
H -0.6454 1.6084 -0.5578  0.663
C 0.4542 -1.5460 0.0042  -1.283
H -0.5628 -1.7701 0.4046  0.180
Cl -2.5564 -1.0017 1.4737  -0.138
C 0.6961 0.5697 1.4049  -1.243
H 1.1260 1.6164 1.5927  0.332
H -0.4626 0.7274 1.5645  0.281
H 2.6812 0.1694 -0.2161  0.437
C 0.6208 0.0134 -0.0553  1.894
Cl -3.1452 1.6413 0.3561  -0.175

Entry from the OMol25 dataset: a 2-piece molecular cluster, C6H11Cl3Si overall (ωB97M-V/def2-TZVPD).

- spin multiplicity = 1
- charge = 0
- energy above the lowest of the compared OMol25 structures with the same formula, charge and spin (kJ/mol) = 434.1
- E_HOMO (spin up / spin down) (eV) = -8.038 / -7.514

Each line ends with the Mulliken charge.
Geometry (Å):
C -1.2420 1.8818 0.6284  -0.487
H -1.5316 0.7745 1.1103  0.008
C -0.9619 1.6072 -0.7820  0.314
H -0.2419 2.1520 1.0603  0.107
Cl 2.2765 1.1183 -1.6156  -0.237
Si 1.8851 0.0448 0.0748  0.661
C 0.4671 -1.1354 0.4108  0.538
Cl 3.5707 -1.1299 0.2221  -0.303
C 0.0148 -1.3873 1.7308  -1.009
H -0.1600 -1.3121 -1.6599  0.289
H -2.1258 2.6673 0.7652  0.317
H -0.3713 1.0317 -2.6149  0.204
H -0.3428 -2.3977 1.5508  0.401
H 0.8591 -1.3807 2.3997  0.340
H 0.5370 -2.8483 -0.7979  0.357
H -0.7280 -0.6953 1.9980  0.221
C -0.9453 1.6427 -2.0225  -0.689
H -1.1220 -2.3074 -0.6109  0.403
Cl 1.8706 1.3209 1.5605  -0.259
H -1.5813 2.2855 -2.6258  0.220
C -0.1269 -1.9325 -0.7824  -1.396

Entry from the OMol25 dataset: an isolated ion of composition C6H11ClN3 and charge +1 (ωB97M-V/def2-TZVPD).

- spin multiplicity = 1
- charge = +1
- energy above the lowest of the compared OMol25 structures with the same formula, charge and spin (kJ/mol) = 370.2
- E_HOMO (spin up / spin down) (eV) = -10.963 / -10.961

Each line ends with the Mulliken charge.
Geometry (Å):
H 0.3592 -0.4159 2.5275  0.230
H 0.4312 -1.9783 -1.8042  0.344
Cl -1.0727 1.5371 -3.0776  -0.184
H 1.3266 -1.9289 1.1121  0.322
N -1.1325 0.0694 -0.3009  -0.203
C -0.0339 -0.5644 0.4691  0.057
H -0.3742 2.9833 0.8800  0.248
C -0.6930 1.6045 -0.4930  0.167
C -0.3864 2.1897 -1.6486  -0.280
C -0.0094 1.3294 1.8363  -0.258
H 2.0656 -1.7154 -0.9985  0.302
C 1.1145 -2.2352 -1.0174  -1.149
H -1.8730 0.3345 0.4199  0.353
H -1.5162 -0.1438 -1.2945  0.397
H 1.1555 -3.3164 -1.1523  0.356
H -0.1540 -2.6620 0.5932  0.324
H 0.4225 3.0025 -1.7307  0.331
N 0.0777 0.0133 1.7238  -0.110
C 0.5742 -1.9326 0.3918  -0.485
H 0.2376 1.7938 2.7779  0.410
N -0.5189 2.0355 0.7859  -0.172

Entry from the OMol25 dataset: C6H11HgO4 as an isolated structure (ωB97M-V/def2-TZVPD).

- spin multiplicity = 2
- charge = 0
- E_HOMO (spin up / spin down) (eV) = -7.825 / -8.436

Each line ends with the Mulliken spin population.
Geometry (Å):
C -1.8916 2.4402 0.2278  -0.001
H 3.3143 -1.3060 1.0888  0.004
H 1.1318 -4.6763 1.6347  0.000
H -1.7821 3.0834 1.1132  0.001
H 0.5171 1.3691 1.2879  0.001
Hg -1.0542 1.4584 -2.2238  0.048
O 2.2053 -2.9624 1.4454  0.058
C -2.7332 3.0934 -0.8668  0.000
O -2.6911 2.3612 -2.0496  0.009
C 0.2007 1.1955 0.2605  0.049
H -2.3612 4.1278 -1.0166  0.000
H -2.3322 1.4752 0.5297  0.001
H 0.4612 -3.4953 0.4598  0.001
O 0.2063 0.0186 -1.7735  0.041
C 2.5988 -1.9595 0.5797  0.357
H 1.9138 -4.4612 0.0366  0.003
C 1.3867 -3.9465 0.8575  -0.002
H 3.0974 -2.3391 -0.3251  0.003
H -3.7631 3.1839 -0.4712  0.002
C 0.5588 0.1686 -0.5349  0.423
O -0.5986 2.1828 -0.3478  0.019
H 1.6151 -1.0118 0.0877  -0.016

Entry from the OMol25 dataset: a 2-piece molecular cluster, C6H11IN2 overall (ωB97M-V/def2-TZVPD).

- spin multiplicity = 1
- charge = 0
- energy above the lowest of the compared OMol25 structures with the same formula, charge and spin (kJ/mol) = 46.5
- E_HOMO (eV) = -6.475

Each line ends with the Mulliken charge.
Geometry (Å):
C 2.2377 2.1325 -0.2102  -0.807
C -0.1716 1.5564 -0.8232  -0.457
H -0.5177 2.5380 -1.0297  0.453
H -2.0498 0.4144 -0.6899  -0.445
N 1.1276 1.1864 -0.4811  0.106
H -1.7288 -1.0899 1.5434  0.321
H 3.1963 1.6100 -0.2359  0.303
C -0.9341 0.4364 -0.6974  0.309
H -1.4306 -2.1850 -0.6680  0.343
H -0.0741 -1.5499 2.0092  0.323
I -4.5472 0.0779 -0.6053  -0.794
H 2.1510 2.5896 0.7876  0.331
H 0.2129 -2.6475 -0.2368  0.332
C 1.1425 -0.1381 -0.2993  0.015
C -0.9483 -1.8575 1.4242  -0.992
H 2.0561 -0.6444 -0.0623  0.386
N -0.0542 -0.6070 -0.4245  0.135
H -1.3515 -2.8292 1.6857  0.363
H 2.2557 2.9367 -0.9468  0.316
C -0.5722 -1.9299 -0.0398  -0.540

Entry from the OMol25 dataset: an isolated ion of composition C6H11N and charge -1 (ωB97M-V/def2-TZVPD).

- spin multiplicity = 2
- charge = -1
- energy above the lowest of the compared OMol25 structures with the same formula, charge and spin (kJ/mol) = 271.4
- E_HOMO (spin up / spin down) (eV) = 0.731 / -2.902

Each line ends with the Mulliken spin population.
Geometry (Å):
C -0.6960 1.2464 0.6986  0.248
H 1.5144 -2.9013 0.6437  0.005
C 1.1659 -0.3886 -0.3049  0.055
H 0.2025 1.5439 1.2861  0.022
H 0.7260 -3.7332 -0.7252  0.002
H -0.5669 2.3288 -1.2272  -0.178
H -0.3512 -2.9914 0.5236  0.002
N 0.9454 0.9163 -1.0027  -0.009
H 0.4498 -1.5833 -1.8686  0.025
H -1.6084 2.4387 2.2472  -0.022
H 1.5137 -0.3418 0.8190  0.012
H 1.5997 1.6138 -0.5646  -0.010
H -1.1923 0.7814 -1.2189  0.051
C -1.7821 1.8781 1.3334  0.561
C 0.6381 -2.8845 0.0259  -0.012
H -2.7667 2.1708 0.9794  0.031
C 0.5921 -1.4705 -0.8249  0.052
C -0.3840 1.3763 -0.8200  0.163

no.,maximum force (eV/A),energy (eV)
1,5.47,-76439.0148
2,5.41,-222101.3330
3,11.15,-98896.6876
4,6.13,-77922.8287
5,9.40,-77919.5757
6,4.77,-79420.9381
7,1.36,-38519.9475
8,4.68,-43963.8336
9,5.15,-51844.1709
10,5.40,-23382.2944
11,5.11,-18757.1572
12,2.81,-17480.6182
13,4.33,-7885.6525